No. 1
Computed, not measured: C25H32N4O in the gas phase, with ωB97M-V with the def2-TZVPD basis set.

* E_LUMO: 0.47 eV
* frontier orbital gap: 7.6 eV
* max |F|: 0.296 Eh/bohr
* HOMO energy: -7.12 eV

```
62
Properties=species:S:1:pos:R:3:forces:R:3
C -5.869703 -1.300815 -0.659882 3.80 -0.32 -8.42
C -4.413531 -1.584469 -0.517984 -4.59 4.64 10.86
C -3.947317 -2.595961 0.375428 -4.93 -6.33 3.25
C -4.649713 -2.506479 1.845766 1.64 -0.70 0.99
C -4.110733 -1.229002 2.494661 -2.54 -0.75 3.90
C -4.641440 -0.005476 1.737226 13.97 -1.18 2.89
N -4.047359 -0.305055 0.388740 -0.28 0.34 1.03
C -3.289762 0.638336 0.016117 3.33 5.16 -7.35
O -2.964606 1.775703 0.392135 -1.01 -1.33 2.48
C -2.680252 0.613177 -1.655073 2.44 0.93 5.38
C -2.129460 2.125342 -2.044767 1.97 -8.38 -4.29
C -0.724210 2.117531 -1.514502 -4.41 12.93 5.85
N 0.238680 1.304848 -1.441274 1.92 -12.25 -4.50
C 1.288605 1.126367 -0.789927 6.49 2.50 9.22
N 1.894688 -0.056034 -0.556430 1.02 -1.71 -1.77
C 3.083581 -0.351196 0.112102 -4.29 11.35 2.61
C 3.765325 -1.524854 0.053363 -1.30 -2.01 -2.02
C 3.235275 -2.404988 -0.856668 -0.62 -6.59 -1.67
C 3.849497 -3.754764 -1.000856 3.75 9.50 6.48
C 5.080756 -3.890041 -0.137303 -5.76 -9.07 -7.07
C 5.537158 -3.037799 0.608056 2.11 10.47 5.08
C 4.872698 -1.761499 0.705287 5.15 2.39 3.67
N 3.532343 0.673558 0.954871 0.81 -0.65 -2.25
C 3.035369 1.992833 0.825739 -5.34 -9.67 -4.22
C 1.766415 2.229166 0.264369 1.32 -2.81 -5.13
C 1.320146 3.593633 0.333104 1.08 0.63 8.74
C 2.542061 4.273632 1.264744 3.44 -6.65 -8.93
C 3.366266 2.866250 1.728506 3.05 12.20 8.54
C -0.147720 -0.038196 -2.021398 -2.69 0.18 -3.28
C -1.616879 -0.533949 -1.527132 3.33 1.29 0.89
H -6.410915 -1.332154 0.125281 -3.64 -0.49 5.27
H -6.033363 -2.041420 -1.417175 -1.75 -1.12 -0.15
H -6.044538 -0.403856 -1.307305 0.37 -0.25 1.10
H -3.822349 -1.506092 -1.200891 5.83 1.14 -8.72
H -4.489193 -3.613246 0.071163 1.54 1.56 -0.09
H -2.933962 -2.853184 0.635791 0.57 0.66 -0.79
H -5.722794 -2.429641 2.097308 -0.03 -0.25 -1.54
H -4.390950 -3.487071 2.402631 0.10 1.66 -0.76
H -4.627480 -1.144377 3.599349 1.47 -0.34 -2.23
H -3.020989 -1.241965 2.645231 -0.36 0.33 -0.27
H -3.934872 0.831727 2.389116 -2.99 -1.37 -2.84
H -5.535331 -0.030821 1.566100 -10.26 0.77 -0.55
H -3.402020 0.256051 -2.242381 -2.96 -0.95 -2.65
H -2.892076 2.812919 -1.939706 -0.59 1.92 1.04
H -1.924469 1.972920 -3.250911 -1.01 0.65 2.48
H -0.264896 3.079391 -1.862755 -0.60 -0.06 -0.10
H -0.816884 2.396426 -0.318580 -0.75 0.02 -2.50
H 2.198152 -2.219916 -1.264959 1.66 -0.10 0.19
H 3.464598 -4.480482 -1.472424 -2.74 -5.24 -3.68
H 5.561309 -4.859717 0.052677 -0.28 -0.16 -1.25
H 6.497885 -3.059281 1.017517 1.14 -0.61 1.15
H 5.328642 -0.687034 1.346347 -1.40 -3.88 -1.86
H 0.963130 4.241840 -0.316163 -1.10 2.29 -4.05
H 0.513690 3.720126 1.171389 0.56 -0.77 -1.25
H 2.333014 5.161704 1.572441 -1.45 4.91 3.80
H 3.318489 4.705584 0.316845 -1.77 -1.27 2.27
H 4.474073 3.339552 1.701526 -2.20 -1.91 0.55
H 2.953905 2.846228 2.872710 1.40 -1.05 -2.53
H -0.520358 0.352756 -2.999266 1.05 -0.96 -0.28
H 0.718902 -0.770776 -2.112759 -1.69 1.21 0.33
H -1.344975 -0.929438 -0.502903 -1.22 0.36 -0.72
H -1.939182 -1.320919 -2.175231 0.27 -0.82 -0.31
```
Forces are in eV/Å.

No. 2
Computed, not measured: C25H32N4O2 in the gas phase, with ωB97M-V with the def2-TZVPD basis set.

* E_LUMO: 0.66 eV
* frontier orbital gap: 8.6 eV
* max |F|: 0.015 Eh/bohr
* HOMO energy: -7.92 eV

```
63
Properties=species:S:1:pos:R:3:forces:R:3
C -0.128458 2.844274 4.147075 -0.08 0.05 0.04
O 0.924990 2.008860 3.743676 0.21 -0.17 -0.09
C 1.240611 1.016671 4.694519 0.20 -0.11 0.01
C 2.408520 0.181856 4.166256 -0.24 0.18 -0.05
C 2.702712 -1.014155 5.075556 -0.03 0.09 -0.16
C 1.713133 -2.086163 4.612558 -0.17 -0.36 0.28
N 1.278158 -1.660781 3.288372 0.17 0.04 0.38
C 0.220221 -2.263418 2.715582 0.09 0.17 -0.45
O -0.350286 -3.188467 3.267852 -0.20 -0.23 0.14
C -0.237448 -1.710688 1.368551 -0.21 -0.20 0.21
C -0.931415 -2.810509 0.551979 -0.12 0.03 -0.03
C -2.014388 -2.199663 -0.348368 0.14 -0.38 0.05
N -1.617135 -0.887242 -0.787774 0.06 0.03 -0.01
C -1.166662 -0.548321 -2.017934 0.03 0.25 -0.38
N -0.927439 0.763615 -2.184199 -0.07 0.08 0.07
C -0.532467 1.227850 -3.357478 -0.09 -0.79 -0.08
C -0.290556 2.671207 -3.464068 0.10 0.59 -0.05
C 0.168348 3.214521 -4.661730 -0.04 -0.09 0.08
C 0.397487 4.572951 -4.766594 0.03 0.10 -0.04
C 0.172230 5.403185 -3.680074 0.01 0.07 -0.01
C -0.285792 4.868971 -2.486184 0.01 0.11 0.04
C -0.517200 3.511397 -2.376509 0.01 -0.12 -0.08
N -0.340572 0.490713 -4.451120 0.10 0.29 -0.27
C -0.538397 -0.806500 -4.289432 -0.09 -0.11 0.48
C -0.938867 -1.412262 -3.105739 0.14 0.08 -0.22
C -1.022381 -2.902069 -3.299814 -0.06 -0.13 0.07
C -0.258886 -3.137398 -4.616879 -0.04 -0.03 -0.05
C -0.350556 -1.813711 -5.382924 0.04 -0.07 -0.03
C -1.591361 0.094164 0.278680 0.01 0.34 0.24
C -1.231934 -0.567703 1.613103 0.08 -0.05 -0.18
C 2.019443 -0.497867 2.851771 0.26 0.32 -0.24
H -1.048086 2.270854 4.321269 0.01 0.03 -0.01
H -0.289950 3.553216 3.337862 -0.08 0.04 0.06
H 0.123726 3.388165 5.065625 -0.02 0.00 -0.03
H 1.516941 1.484185 5.652494 -0.03 -0.07 -0.06
H 0.364113 0.373592 4.870258 0.01 0.02 0.04
H 3.271067 0.836096 4.034945 0.00 -0.02 -0.01
H 2.578003 -0.773041 6.129293 0.05 -0.02 0.08
H 3.727363 -1.349861 4.917963 0.03 0.02 0.05
H 0.838555 -2.164749 5.264866 0.10 -0.05 -0.04
H 2.168724 -3.078795 4.556366 -0.07 0.05 0.10
H 0.620784 -1.325286 0.812865 -0.02 0.03 0.03
H -1.379932 -3.528868 1.240636 0.05 0.00 -0.04
H -0.187935 -3.336967 -0.049079 -0.01 -0.05 -0.04
H -2.224115 -2.840784 -1.199013 -0.08 0.04 0.05
H -2.946808 -2.088075 0.216654 0.02 -0.07 -0.09
H 0.337034 2.552578 -5.496517 0.02 -0.03 -0.06
H 0.753227 4.989530 -5.698089 0.02 0.02 -0.06
H 0.352450 6.465412 -3.763616 0.01 0.07 -0.01
H -0.462906 5.516522 -1.639098 -0.02 0.04 0.06
H -0.878430 3.081544 -1.455421 -0.03 -0.02 0.07
H -0.574433 -3.467217 -2.481702 -0.10 -0.06 0.03
H -2.066315 -3.214842 -3.408240 0.01 -0.10 0.09
H -0.667004 -3.975132 -5.180274 0.06 -0.04 0.02
H 0.787008 -3.355679 -4.394175 -0.01 -0.01 0.00
H 0.530601 -1.600478 -5.985495 -0.03 0.05 -0.04
H -1.222464 -1.790222 -6.041507 -0.01 0.02 -0.05
H -0.847844 0.846969 0.009769 -0.15 -0.07 0.17
H -2.566352 0.593726 0.352447 0.10 0.08 0.00
H -2.117043 -0.979019 2.101577 0.01 -0.01 0.08
H -0.808252 0.185751 2.277841 -0.04 0.06 0.06
H 1.428111 0.171691 2.232023 0.01 -0.07 -0.06
H 2.916508 -0.804132 2.298763 -0.04 0.11 -0.02
```
Forces are in eV/Å.

No. 3
Computed, not measured: C25H33AsCl2F4N3O4S2Si2W as an isolated structure, with ωB97M-V with the def2-TZVPD basis set.

* E_LUMO (alpha / beta): 1.32 / 1.32 eV
* frontier orbital gap (alpha / beta): 4.7 / 4.7 eV
* max |F|: 0.158 Eh/bohr
* HOMO energy (alpha / beta): -3.34 / -3.34 eV
* total charge: -1

```
77
Properties=species:S:1:pos:R:3:forces:R:3
W -0.140484 0.148968 -0.419243 -1.99 -6.43 4.56
C -0.938856 -3.152650 0.415398 0.09 0.08 -0.01
N -1.465988 -2.348374 -0.688774 0.04 -0.98 -0.22
C -2.924281 -2.529712 -0.704275 0.29 0.45 0.16
C -0.930808 -2.820513 -1.978594 0.07 0.18 -0.19
C 0.535367 -2.413357 -2.213067 -0.71 0.04 0.16
N 0.770990 -1.151488 -1.517419 1.64 -0.69 -1.13
C 1.987165 -0.492327 -1.669854 1.37 -0.03 -1.91
C 2.060840 0.952624 0.563401 2.28 0.68 0.78
F 0.457796 -0.923489 1.061957 -0.06 -0.85 0.31
C 3.221128 1.871557 0.536412 -1.11 -0.52 0.22
F 3.897448 1.988826 1.733258 0.59 0.23 0.25
C 4.119659 1.468430 -1.875200 -0.33 -0.80 -1.14
C 3.688666 0.731439 -2.926894 1.37 1.64 0.54
F 4.163201 1.015937 -4.174142 -0.48 -0.26 0.56
C 2.696315 -0.279700 -2.832160 -1.79 -1.57 0.33
F 2.404307 -0.953067 -3.992916 0.42 0.54 0.79
H -1.232104 -4.206940 0.314836 -0.12 -0.05 -0.04
H -1.339618 -2.756580 1.353886 0.16 -0.09 -0.06
H 0.143456 -3.074227 0.431990 -0.10 0.11 0.10
H -3.188683 -3.575851 -0.903050 -0.02 -0.02 0.02
H -3.363588 -1.890907 -1.466490 -0.09 -0.07 -0.07
H -3.325300 -2.223153 0.265824 -0.01 -0.09 -0.09
H -1.551211 -2.379968 -2.768719 0.17 -0.08 0.22
H -1.013769 -3.916435 -2.056658 -0.05 0.05 0.03
H 0.703572 -2.330040 -3.298629 -0.03 0.17 0.41
H 1.223227 -3.184137 -1.829393 -0.10 0.31 0.06
H 4.809481 2.282713 -2.014088 0.07 0.13 -0.12
Cl 2.988228 3.588548 0.015590 0.15 -0.04 0.00
C 3.896990 0.951317 -0.497451 0.16 0.21 -0.02
C 5.263737 0.526786 -0.095030 0.25 -1.76 0.11
C 5.566145 -0.784949 0.018330 0.88 2.71 -0.22
Cl 7.245398 -1.238821 0.165409 0.12 -0.03 0.14
C 4.581364 -1.796778 0.061040 -2.00 -1.45 0.23
C 4.895371 -3.161646 0.165233 0.23 0.94 0.04
C 3.911527 -4.086101 0.399571 -0.88 -0.17 0.01
C 2.596640 -3.630526 0.499008 0.84 -0.18 0.01
N 2.260565 -2.367165 0.298239 0.64 -0.34 0.23
C 3.186448 -1.446698 0.086096 0.66 -0.79 0.17
C 2.718032 -0.065950 -0.376488 -0.25 0.73 -0.19
O 0.797895 1.363515 0.620174 1.26 0.61 -0.45
H 5.998844 1.307651 -0.001515 0.24 0.03 -0.02
H 5.929208 -3.460107 0.084950 0.07 -0.04 0.06
H 4.137040 -5.137092 0.498184 0.03 -0.09 0.01
H 1.789000 -4.314796 0.730820 -0.06 -0.10 -0.01
O -1.004039 2.402502 -3.473195 0.62 0.48 -0.11
S -0.527106 1.178394 -2.907360 -2.80 -0.55 -4.06
O 0.306701 1.394647 -1.677509 2.45 4.21 -3.25
O 0.053388 0.222207 -3.789754 1.20 0.23 -0.90
S -2.036965 0.206709 -2.074220 -0.04 0.02 0.58
C -3.287317 2.859404 -1.081113 0.57 -0.34 0.09
Si -1.668165 2.540614 -0.065602 -2.35 3.75 0.49
C -2.074228 3.642067 1.495781 0.23 -1.06 -0.09
C -0.411115 3.779551 -0.830477 0.28 -0.53 -0.17
As -1.910792 0.393533 1.006929 -4.86 1.73 3.09
Si -3.538470 0.797487 2.827320 -0.49 -1.05 1.61
C -3.189732 1.919778 4.432502 0.31 -0.47 -1.56
C -5.388045 1.176579 2.260326 1.65 -0.04 -0.32
C -3.576269 -1.035915 3.571299 0.54 1.18 -1.06
H -3.625367 3.878279 -0.924893 0.02 0.35 0.22
H -4.084510 2.181813 -0.783309 -0.07 -0.12 0.07
H -3.116728 2.736212 -2.144951 -0.01 0.00 -0.13
H -1.996523 4.701197 1.279109 -0.02 0.15 -0.22
H -1.404351 3.411578 2.318551 0.15 0.03 0.24
H -3.086781 3.424279 1.821495 -0.32 0.04 0.17
H -0.678632 4.805086 -0.574924 -0.37 -0.10 0.24
H -0.404955 3.702367 -1.914047 0.00 0.09 0.11
H 0.604432 3.615292 -0.481973 -0.15 -0.03 0.04
H -3.194777 2.975908 4.194086 0.02 0.23 -0.11
H -2.206855 1.674813 4.822107 0.19 -0.07 0.05
H -3.918265 1.752265 5.216704 -0.36 -0.32 -0.01
H -5.531941 2.229745 2.051867 0.01 0.27 -0.10
H -6.115233 0.880156 3.006919 0.10 -0.20 0.38
H -5.574758 0.622929 1.344433 -0.10 -0.07 -0.14
H -2.548605 -1.391504 3.474218 -0.02 -0.20 0.16
H -4.214016 -1.674628 2.973270 -0.17 -0.19 -0.18
H -3.880342 -1.108109 4.606856 -0.11 0.24 0.26
```
Forces are in eV/Å.